(1)
A molecular structure, C5H8S2 at a distorted geometry, computed with ωB97M-V/def2-TZVPD.

The geometry in ORCA input format:
```
! RIJCOSX wB97M-V def2-TZVPD def2/J DEFGRID3
* xyz 0 1
C -1.006 0.040 0.167
C -0.304 0.607 -1.045
C 1.198 0.018 -0.749
C 1.331 0.213 0.705
C 0.133 -0.674 0.833
H -3.296 -0.382 0.917
H -1.302 0.879 0.725
H -0.349 1.718 -1.002
H -0.490 0.355 -2.199
H 2.032 0.193 -1.559
H 2.274 -0.221 1.046
H 1.300 1.245 1.050
H -0.007 -1.285 1.783
S -2.482 -0.909 -0.235
S 0.968 -1.799 -0.437
*
```

## Properties
total energy	-991.6085	Ha
lowest unoccupied orbital energy	0.62	eV
ΔE to the lowest compared entry with this formula, charge and spin	48.77	kcal/mol
orbital gap	9.30	eV


(2)
A single C10H13NO2S molecule at a distorted geometry, computed with ωB97M-V/def2-TZVPD.

The geometry in ORCA input format:
```
! RIJCOSX wB97M-V def2-TZVPD def2/J DEFGRID3
* xyz 0 3
C -1.219 -2.827 -1.446
C -1.906 -2.127 -0.356
C -0.149 -2.420 -2.146
C -1.241 -1.071 0.121
C 1.810 0.971 -0.257
C 0.669 -1.248 -1.528
C 0.769 0.071 0.445
C -0.181 0.990 1.265
C 0.435 1.460 2.590
C -0.721 2.122 0.485
N -0.100 -0.657 -0.463
O 1.438 1.771 -1.278
O 2.940 1.114 0.132
S -1.769 -0.007 1.469
H -1.755 -3.588 -1.899
H -2.781 -2.537 -0.028
H 0.350 -3.063 -2.879
H 1.704 -1.583 -1.312
H 0.663 -0.450 -2.312
H 1.431 -0.559 1.138
H -0.392 1.445 3.324
H 0.804 2.487 2.492
H 1.213 0.757 2.941
H -1.534 2.725 1.063
H -1.020 1.764 -0.438
H 0.049 2.851 0.364
H 0.493 1.611 -1.488
*
```

## Properties
total energy	-992.1082	Ha
lowest unoccupied orbital energy (spin up / spin down)	0.58 / -1.58	eV
ΔE to the lowest compared entry with this formula, charge and spin	0.00	kcal/mol
orbital gap (spin up / spin down)	5.39 / 7.59	eV
⟨S²⟩	2.010


(3)
A molecular structure, C43H42N11O2Pt at a distorted geometry, computed with ωB97M-V/def2-TZVPD.

The geometry in ORCA input format:
```
! RIJCOSX wB97M-V def2-TZVPD def2/J DEFGRID3
* xyz 1 1
Pt 0.406 0.276 -0.428
C -4.406 2.942 -1.177
C -4.032 1.632 -0.902
C -2.729 1.329 -0.563
C -1.755 2.340 -0.535
C -2.148 3.663 -0.789
C -3.459 3.954 -1.096
N -0.445 2.040 -0.251
N 0.352 3.037 0.042
C 1.613 2.736 0.297
C 2.541 3.747 0.631
C 3.850 3.419 0.841
C 4.247 2.079 0.710
C 3.302 1.126 0.414
N 2.014 1.415 0.234
H -5.431 3.174 -1.426
H -4.770 0.844 -0.931
H -2.453 0.323 -0.272
H -1.401 4.437 -0.732
H -3.747 4.980 -1.268
H 2.178 4.757 0.720
H 4.573 4.177 1.095
H 5.273 1.792 0.857
H 3.594 0.090 0.314
C 2.814 -4.500 -1.992
N 2.325 -3.385 -1.217
C 1.470 -2.419 -1.561
N 1.403 -1.529 -0.583
C 2.238 -2.019 0.363
N 2.809 -3.134 -0.005
C 3.796 -4.024 -3.041
C 5.125 -4.425 -3.021
C 6.014 -3.952 -3.977
C 5.601 -3.046 -4.935
C 4.271 -2.631 -4.953
C 3.372 -3.141 -4.021
C 3.821 -1.631 -5.894
N 4.480 -1.099 -6.880
N 3.699 -0.165 -7.428
C 2.582 -0.150 -6.763
O 2.591 -1.070 -5.766
C 1.454 0.736 -6.931
C 1.482 1.750 -7.885
C 0.409 2.618 -7.981
C -0.671 2.500 -7.121
C -0.708 1.485 -6.170
C -1.908 1.373 -5.254
N -1.644 0.585 -4.082
C -0.764 0.822 -3.109
N -0.823 -0.164 -2.222
C -1.769 -0.993 -2.718
N -2.273 -0.561 -3.842
C 0.350 0.597 -6.090
H 1.965 -5.004 -2.463
H 3.300 -5.176 -1.287
H 0.911 -2.390 -2.474
H 2.406 -1.557 1.314
H 5.468 -5.112 -2.262
H 7.040 -4.285 -3.960
H 6.283 -2.646 -5.668
H 2.338 -2.836 -4.078
H 2.342 1.841 -8.527
H 0.416 3.401 -8.722
H -1.494 3.196 -7.188
H -2.738 0.885 -5.775
H -2.229 2.373 -4.944
H -0.106 1.670 -3.084
H -2.074 -1.904 -2.246
H 0.339 -0.217 -5.381
C -2.513 -3.267 2.309
C -1.220 -3.672 1.583
C -1.334 -3.365 0.090
C -0.090 -2.982 2.300
C 0.805 -3.736 3.021
C 1.711 -3.142 3.896
C 1.587 -1.788 4.178
C 0.676 -0.983 3.522
C 0.392 0.371 4.106
C -0.736 0.173 5.135
C 0.017 1.475 3.127
C -0.064 -1.524 2.391
O -0.646 -0.796 1.544
H -3.358 -3.842 1.937
H -2.708 -2.208 2.156
H -2.413 -3.451 3.378
H -1.078 -4.753 1.704
H -1.347 -2.287 -0.065
H -2.259 -3.799 -0.283
H -0.501 -3.804 -0.457
H 0.786 -4.815 2.935
H 2.437 -3.746 4.419
H 2.186 -1.359 4.969
H 1.287 0.695 4.649
H -1.643 -0.178 4.647
H -0.950 1.116 5.633
H -0.443 -0.560 5.883
H -0.968 1.310 2.704
H 0.745 1.513 2.324
H 0.023 2.432 3.642
*
```

## Properties
total energy	-2535.6347	Ha
lowest unoccupied orbital energy (spin up / spin down)	-4.73 / -5.55	eV
ΔE to the lowest compared entry with this formula, charge and spin	41.32	kcal/mol
orbital gap (spin up / spin down)	4.08 / 2.37	eV


(4)
2 unconnected molecules or ions with the total composition C4H3O2S at a distorted geometry, computed with ωB97M-V/def2-TZVPD.

The geometry in ORCA input format:
```
! RIJCOSX wB97M-V def2-TZVPD def2/J DEFGRID3
* xyz -1 1
C 0.218 0.508 0.878
C -0.624 0.871 -0.159
C -0.069 -0.931 0.676
C -0.967 -0.643 -0.582
O -0.983 1.882 -0.813
O 0.332 -1.968 1.162
S -3.112 0.328 1.597
H -1.987 -1.034 -0.490
H -0.424 -1.175 -1.313
H 0.763 1.130 1.580
*
```

## Properties
total energy	-702.7993	Ha
lowest unoccupied orbital energy (spin up / spin down)	1.21 / 1.89	eV
ΔE to the lowest compared entry with this formula, charge and spin	69.85	kcal/mol
orbital gap (spin up / spin down)	5.17 / 6.42	eV


(5)
2 unconnected molecules or ions with the total composition C11H15N at a distorted geometry, computed with ωB97M-V/def2-TZVPD.

The geometry in ORCA input format:
```
! RIJCOSX wB97M-V def2-TZVPD def2/J DEFGRID3
* xyz 0 1
C 3.352 -0.810 0.494
C 2.300 -0.389 -0.377
C 2.105 0.835 -0.957
N 0.922 0.960 -1.591
C 0.254 -0.248 -1.407
C -1.007 -0.601 -1.860
C -1.489 -1.815 -1.483
C -0.756 -2.706 -0.664
C 0.502 -2.407 -0.249
C 1.039 -1.111 -0.580
H 4.183 -0.159 0.643
H 3.765 -1.743 0.239
H 2.817 -1.042 1.407
H 2.732 1.743 -0.985
H 0.501 1.860 -1.667
H -1.571 -0.004 -2.503
H -2.443 -2.305 -1.780
H -1.130 -3.675 -0.415
H 1.136 -3.129 0.194
C -1.740 2.540 2.144
C -2.636 1.711 1.227
H -1.725 3.597 1.873
H -1.918 2.383 3.162
H -0.708 2.109 2.114
H -2.563 2.118 0.188
H -3.649 1.648 1.532
H -2.272 0.641 1.301
*
```

## Properties
total energy	-482.8760	Ha
lowest unoccupied orbital energy	0.85	eV
ΔE to the lowest compared entry with this formula, charge and spin	24.58	kcal/mol
orbital gap	8.58	eV
SMILES string	Cc1c[nH]c2ccccc12.CC


(6)
A single C17H11N5O4S molecule at a distorted geometry, computed with ωB97M-V/def2-TZVPD.

The geometry in ORCA input format:
```
! RIJCOSX wB97M-V def2-TZVPD def2/J DEFGRID3
* xyz 0 1
O -1.011 -1.177 -3.708
C -1.243 -1.247 -2.524
C -0.296 -1.589 -1.465
C 1.041 -1.874 -1.743
C 1.905 -2.156 -0.708
C 1.454 -2.151 0.613
C 0.139 -1.873 0.907
C -0.752 -1.594 -0.134
N -2.065 -1.320 0.164
N -2.877 -1.038 -0.725
N -2.528 -0.988 -2.020
C -3.548 -0.504 -2.885
S -3.569 1.368 -2.993
C -2.812 1.724 -1.471
N -3.316 2.242 -0.399
N -2.340 2.283 0.513
C -1.266 1.790 -0.036
C 0.023 1.568 0.573
C 1.125 1.277 -0.226
C 2.369 1.014 0.333
C 2.459 1.052 1.704
C 1.352 1.355 2.508
C 0.121 1.621 1.972
O 1.727 1.316 3.820
C 3.102 0.999 3.827
O 3.542 0.816 2.495
O -1.494 1.428 -1.319
H 1.366 -1.866 -2.772
H 2.939 -2.383 -0.917
H 2.149 -2.371 1.410
H -0.234 -1.863 1.918
H -3.375 -0.851 -3.903
H -4.521 -0.800 -2.498
H 1.012 1.258 -1.299
H 3.228 0.791 -0.277
H -0.742 1.850 2.571
H 3.671 1.819 4.293
H 3.266 0.072 4.398
*
```

## Properties
total energy	-1627.3024	Ha
lowest unoccupied orbital energy	-0.32	eV
orbital gap	8.06	eV
SMILES string	O=c1c2ccccc2nnn1CSc1nnc(-c2ccc3c(c2)OCO3)o1


Q: What is the formula in the third record?
A: C43H42N11O2Pt